# 1
80
Properties=species:S:1:pos:R:3:forces:R:3:mulliken_charge:R:1 method="wB97M-V/def2-TZVPD" charge=-1 relative_energy_ev=0.745 e_tot_ha=-2816.461070 orbital_gap_ev=5.80
C -0.07827 0.49144 -4.54586 0.5 0.3 0.2 -1.6182
C 0.23779 0.01626 -3.11186 -1.3 0.4 -1.0 -0.1206
I 0.51265 1.86263 -2.02686 1.4 -0.8 0.1 0.1438
C -0.95211 -0.89654 -2.65625 1.4 0.2 0.8 -2.3508
I -2.18296 0.17121 -1.23073 -0.9 -0.6 -0.2 0.0171
C -0.51865 -2.31357 -2.08774 -1.0 0.6 1.1 3.4984
C -1.36523 -3.41829 -2.76802 -0.1 -0.4 0.0 -1.8401
C -2.37095 -4.12786 -1.86421 -0.4 0.0 -0.6 -0.6880
C -3.65672 -3.34770 -1.54250 0.2 -1.0 0.7 0.1109
C -4.86601 -4.28450 -1.56484 -0.2 0.2 -0.4 -1.0409
N -5.30239 -4.71411 -2.89379 -0.4 -0.3 0.3 -0.5923
O -0.82144 -2.30277 -0.69665 0.5 0.3 -0.2 -0.5756
B 0.23811 -2.99573 0.08874 -0.4 -0.6 1.3 0.6797
O -0.39366 -4.05274 0.91362 0.1 -0.2 -0.4 -0.8647
C 1.12998 -2.05337 1.14802 0.2 0.5 -0.4 -1.0267
C 0.96109 -0.57257 0.98966 0.4 -0.6 0.6 0.4629
O 1.76721 0.20558 2.00703 0.0 0.5 -0.9 -0.3925
C 1.09332 0.65921 3.02922 0.0 0.1 0.1 0.2148
O 0.35527 0.02403 3.72933 -0.7 -0.4 0.3 -0.6264
O 1.11721 -3.55918 -0.95485 -0.3 0.0 -0.3 -0.7489
C 1.00030 -2.63768 -2.00794 1.5 -0.4 -0.4 -0.9064
P 1.80506 -3.58418 -3.39947 -1.6 -1.4 -1.0 0.0606
C 2.30412 -2.47280 -4.79894 0.3 -0.1 0.3 -1.1477
C 3.28531 -4.40306 -2.70055 0.4 1.0 0.8 -1.2213
H -1.12377 0.78180 -4.63083 -0.1 -0.1 -0.1 0.3838
H 0.51196 1.37453 -4.78331 0.1 0.0 -0.2 0.5670
H 0.18776 -0.27827 -5.27312 -0.3 -0.2 0.0 0.3440
H 1.17703 -0.51191 -3.15372 0.1 0.1 0.5 0.3017
H -1.62926 -0.97708 -3.49692 0.0 -0.2 -0.1 0.9210
H -0.72385 -4.19217 -3.18701 0.2 0.1 0.0 0.4675
H -1.93077 -3.02498 -3.61910 0.1 0.2 -0.1 0.4201
H -2.67995 -5.01699 -2.42869 0.1 -0.1 0.0 0.5510
H -1.90653 -4.49595 -0.95349 0.1 0.1 0.0 0.1268
H -3.82175 -2.52067 -2.23289 0.0 0.2 0.1 0.1301
H -3.57413 -3.00199 -0.51097 0.0 0.6 -0.2 0.0214
H -4.64859 -5.18347 -0.98551 0.1 0.0 0.1 0.4209
H -5.72826 -3.81335 -1.08650 0.0 0.1 0.1 0.4032
H -5.44757 -3.93486 -3.51760 0.2 0.0 -0.1 0.2334
H -4.69152 -5.40354 -3.30203 0.2 0.2 -0.2 0.2797
H -1.24823 -3.72355 1.20387 0.1 0.0 0.0 0.2158
H 0.95117 -2.30946 2.19111 -0.3 -0.2 0.0 0.2855
H 2.18993 -2.26188 0.95861 0.0 -0.1 0.0 0.2285
H -0.06414 -0.23882 1.12308 -0.1 0.0 -0.2 0.2061
H 1.38827 -0.23261 0.05280 -0.2 0.3 -0.1 -0.1678
H 1.23593 1.73306 3.22276 0.5 0.1 0.0 0.4142
H 1.63270 -1.76843 -1.77032 -0.4 0.4 0.1 0.8399
H 1.79549 -2.83647 -5.68890 -0.1 0.0 0.0 0.2873
H 2.01416 -1.43591 -4.65192 0.3 0.1 0.0 0.2563
H 3.37231 -2.55314 -5.00302 0.1 0.2 0.1 0.3913
H 4.14991 -4.34007 -3.35980 -0.1 -0.1 -0.2 0.4193
H 3.04494 -5.43018 -2.45137 0.0 -0.1 -0.2 0.2838
H 3.55905 -3.92190 -1.75807 0.1 0.0 0.0 0.3415
C 1.20148 0.80092 6.63584 0.0 0.1 -0.1 -0.1199
C 2.09352 -0.07163 7.24772 0.0 0.1 0.0 -0.5469
C 2.40070 0.06892 8.59142 0.1 -0.2 -0.1 -0.3337
C 1.80114 1.08871 9.30756 0.0 0.0 0.0 0.0297
C 0.91474 1.97278 8.72063 -0.1 0.1 0.0 -0.3719
C 0.61792 1.82283 7.37582 0.1 -0.1 0.0 -0.5801
N 2.10698 1.23161 10.73947 0.0 0.0 0.0 0.9988
O 2.90428 0.45629 11.23051 0.0 0.0 0.0 -0.6121
O 1.54458 2.11728 11.35491 0.0 0.0 0.0 -0.6152
H 0.96192 0.67984 5.58331 -0.1 0.0 0.3 0.4879
H 2.54779 -0.86695 6.67287 0.0 0.0 0.0 0.4165
H 3.09280 -0.60582 9.07206 0.0 0.0 0.1 0.4443
H 0.46258 2.76274 9.30100 0.0 0.0 0.1 0.4401
H -0.07554 2.50368 6.90122 0.0 0.0 0.0 0.3931
C 0.30401 9.22375 -2.14586 0.0 0.0 0.0 -0.4235
C 1.06700 8.26761 -2.80276 -0.1 0.1 0.0 -0.4366
C 0.64864 6.94695 -2.83600 0.2 0.0 -0.1 -0.3013
C -0.53498 6.60960 -2.20917 0.0 0.1 0.0 0.0515
C -1.30604 7.54324 -1.54459 -0.1 0.1 0.1 -0.3956
C -0.87861 8.86091 -1.51499 0.1 0.0 -0.1 -0.3793
N -0.99387 5.20905 -2.26140 0.1 -0.1 0.0 1.0602
O -0.28237 4.40613 -2.83462 -0.4 1.0 -0.3 -0.6232
O -2.04863 4.94202 -1.72524 -0.1 0.0 0.0 -0.5993
H 0.63163 10.25483 -2.12592 0.0 0.0 0.0 0.3702
H 1.98873 8.55033 -3.29222 0.0 0.0 0.0 0.3644
H 1.23361 6.19406 -3.34284 -0.1 -0.1 0.0 0.4678
H -2.22464 7.24937 -1.05952 0.0 -0.1 0.0 0.4482
H -1.47069 9.60549 -1.00095 0.0 0.0 0.0 0.3656

=====

# 2
95
Properties=species:S:1:pos:R:3:forces:R:3:lowdin_spin:R:1 method="wB97M-V/def2-TZVPD" spin_multiplicity=2 charge=0 e_tot_ha=-14103.942214 orbital_gap_ev="8.21 / 9.49"
C -0.14430 -1.19848 0.24031 -0.1 0.1 0.0 -0.0001
C -0.48553 -0.27546 -0.93465 -0.2 -0.2 0.2 0.0000
C -1.08886 1.10250 -0.62180 0.1 0.0 -0.2 -0.0001
C -0.45587 1.96085 0.49434 -0.5 0.0 -0.1 -0.0001
O 0.94342 1.69543 0.61967 0.0 -0.2 0.0 0.0001
C 1.79145 2.06706 -0.45682 0.1 0.1 0.1 0.0000
C 3.16053 1.42824 -0.19110 0.1 0.1 -0.1 0.0000
C 3.54249 0.41270 -1.26926 0.3 0.0 0.2 0.0000
C 4.29632 2.45154 -0.00119 0.0 -0.1 0.1 0.0000
C 4.46889 2.94077 1.44383 0.1 0.1 0.1 0.0000
C 4.72218 1.74992 2.38246 -0.1 0.2 -0.3 0.0000
C 3.30523 3.80544 1.97312 0.0 0.1 0.0 0.0000
C -1.01074 1.59416 1.87639 0.2 0.2 0.1 0.0005
C -2.29722 2.25969 2.38475 0.1 -0.2 0.4 0.0275
C -2.27573 2.19185 3.92927 0.0 0.0 0.0 0.0042
C -3.57262 1.54493 1.92015 -0.1 0.1 0.0 0.0196
N -2.35479 3.69154 2.01001 -0.5 -0.4 -0.5 0.3893
O -3.34495 4.32310 2.50604 0.2 0.2 0.2 0.4968
C -1.95824 4.12740 0.65009 0.2 0.3 -0.2 0.0275
C -3.08718 3.89337 -0.36708 -0.1 -0.1 0.1 0.0184
C -1.70900 5.63644 0.72949 0.0 0.0 0.0 0.0041
C -0.64416 3.46306 0.24066 0.2 0.1 0.2 0.0012
H 0.52491 -1.99450 -0.09216 0.0 0.0 0.0 0.0000
H 0.34954 -0.66951 1.05240 0.1 0.0 -0.1 0.0000
H -1.04430 -1.67416 0.63950 0.0 0.0 0.0 0.0000
H -1.24976 -0.78202 -1.53003 0.1 -0.1 -0.2 0.0000
H 0.38306 -0.18659 -1.58877 0.1 0.2 0.1 0.0000
H -1.06574 1.67542 -1.55495 -0.1 0.0 0.0 0.0000
H -2.14578 0.96163 -0.38873 0.0 0.1 0.1 0.0000
H 1.88698 3.15725 -0.50320 -0.1 0.0 -0.1 0.0000
H 1.38377 1.72894 -1.41568 0.0 0.0 0.0 0.0000
H 3.05360 0.88659 0.75106 -0.1 -0.1 -0.1 0.0000
H 3.96938 0.90910 -2.14505 -0.2 0.0 -0.1 0.0000
H 4.32125 -0.24211 -0.87370 0.0 0.0 -0.1 0.0000
H 2.70336 -0.21457 -1.57403 0.0 0.0 0.0 0.0000
H 5.23376 1.96443 -0.28874 0.0 0.0 0.0 0.0000
H 4.17608 3.29573 -0.68931 -0.1 0.0 0.0 0.0000
H 5.36009 3.57515 1.46178 0.1 -0.1 -0.1 0.0000
H 5.29756 2.06191 3.25446 -0.1 0.0 0.1 0.0000
H 5.27773 0.96067 1.87019 0.0 0.0 0.1 0.0000
H 3.75635 1.35483 2.69475 0.2 -0.2 0.2 0.0000
H 2.41114 3.73172 1.35929 0.0 -0.1 0.0 0.0000
H 3.57927 4.86050 2.01923 0.0 0.0 0.0 0.0000
H 3.01431 3.50141 2.98070 0.0 0.0 0.0 0.0000
H -0.20946 1.82793 2.58215 -0.2 0.2 -0.1 0.0005
H -1.17708 0.51834 1.94399 0.1 0.0 0.0 -0.0004
H -1.54077 1.45941 4.26633 0.0 0.0 0.0 -0.0002
H -2.01550 3.16286 4.34621 0.0 0.0 0.0 -0.0002
H -3.24514 1.89772 4.32875 0.0 0.1 0.0 0.0000
H -4.43322 2.08012 2.31956 0.0 0.0 0.0 0.0025
H -3.58254 0.53770 2.34057 0.0 -0.1 -0.1 0.0018
H -3.68523 1.49802 0.83842 0.0 -0.1 0.0 0.0003
H -2.99571 4.62379 -1.17204 0.0 -0.1 -0.1 0.0021
H -4.05033 4.05422 0.11717 0.0 0.1 0.0 0.0024
H -3.07381 2.89501 -0.80027 0.0 0.0 0.0 0.0005
H -2.64058 6.16911 0.90861 0.0 0.0 0.0 -0.0005
H -1.00985 5.86346 1.53494 0.0 0.0 0.0 0.0000
H -1.27633 5.97725 -0.21262 0.0 0.0 0.0 -0.0003
H 0.15803 3.96316 0.79367 0.0 0.0 0.0 0.0008
H -0.48556 3.69192 -0.81692 0.0 0.0 0.0 -0.0004
C -3.59770 -3.31171 -2.39235 0.0 0.0 0.0 0.0000
Cl -3.68094 -2.53289 -3.97433 0.0 0.0 0.0 0.0000
Cl -3.82152 -2.10001 -1.12822 -0.1 0.0 0.1 0.0001
Cl -4.86056 -4.53715 -2.26605 0.0 0.0 0.0 0.0000
Cl -2.01638 -4.07220 -2.19591 0.0 0.0 0.1 0.0000
C 4.72100 -3.63016 -1.68758 0.0 0.0 0.0 0.0000
Cl 2.96358 -3.70269 -1.82706 0.0 0.1 0.1 0.0000
Cl 5.36891 -2.61732 -2.97985 0.0 0.0 0.0 0.0000
Cl 5.15286 -2.94775 -0.11846 0.0 0.0 0.0 0.0000
Cl 5.41997 -5.25309 -1.81614 0.0 0.1 0.0 0.0000
C 1.41782 -7.03204 -4.11085 0.0 0.1 0.1 0.0000
Cl 0.87429 -8.48407 -3.26918 0.0 -0.1 -0.1 0.0000
Cl 3.02887 -6.59649 -3.54357 0.0 -0.2 -0.2 0.0000
Cl 1.42895 -7.31507 -5.84934 0.0 0.0 0.0 0.0000
Cl 0.31564 -5.69370 -3.73653 0.0 0.0 -0.2 0.0000
C -7.50038 4.25631 2.34783 0.0 0.0 0.0 0.0000
Cl -9.06068 4.83002 1.74774 0.0 0.0 0.0 0.0000
Cl -7.75634 3.22960 3.76317 0.0 0.0 0.0 -0.0001
Cl -6.70095 3.31182 1.08394 -0.1 0.0 0.0 0.0016
Cl -6.48969 5.62836 2.78735 0.0 0.0 0.0 0.0004
C -0.09517 -7.57994 0.65585 0.0 0.0 0.0 0.0000
Cl 0.83826 -6.48369 -0.36234 0.1 0.1 0.1 0.0000
Cl -1.81799 -7.27172 0.41567 0.0 0.0 0.0 0.0000
Cl 0.26837 -9.25496 0.22080 0.0 0.0 0.0 0.0000
Cl 0.32405 -7.31222 2.34998 0.0 0.0 0.0 0.0000
C 1.74563 -0.69086 5.09184 0.1 0.0 0.0 0.0000
Cl 1.49803 0.43522 3.75630 0.0 -0.1 0.1 0.0000
Cl 1.17604 0.04018 6.59415 0.0 0.0 0.0 0.0000
Cl 0.84631 -2.17811 4.78028 0.0 0.0 0.0 0.0000
Cl 3.46797 -1.06016 5.22993 0.0 0.0 0.0 0.0000
C -0.23744 -8.00431 -9.57676 0.0 0.0 0.0 0.0000
Cl -1.27169 -8.46180 -8.22275 0.0 0.0 0.0 0.0000
Cl -0.61594 -9.01061 -10.97641 0.0 0.0 0.0 0.0000
Cl -0.50618 -6.30656 -9.97772 0.0 0.0 0.0 0.0000
Cl 1.45821 -8.23816 -9.12964 0.0 0.0 0.0 0.0000